# 1
ORCA calculation (ωB97M-V with the def2-TZVPD basis set) on a cluster of 2 separate species, H3O5 in total at a distorted geometry.

Bonds (Å) are listed after each position.
Cartesian coordinates (Å):
1 O -1.674 1.621 0.595  H6 0.975
2 O 1.049 -0.791 0.031  O5 1.376, H7 0.982
3 O 0.336 0.409 -1.688  O5 1.345, H8 0.988
4 O -1.008 -0.070 0.017  O5 1.324
5 O 0.224 0.240 -0.358  O2 1.376, O3 1.345, O4 1.324
6 H -2.566 1.345 0.875  O1 0.975
7 H 1.489 -0.562 0.878  O2 0.982
8 H 0.117 -0.399 -2.211  O3 0.988

As for the spin multiplicity: 1. The frontier orbital gap (alpha / beta) is 9.2 / 9.2 eV. As for the HOMO energy (alpha / beta): -18.1 / -18.1 eV. As for the net charge: +1. As for the energy above the lowest of the compared OMol25 structures with the same formula, charge and spin: 68.2 kcal per mole. For the lowest unoccupied orbital energy (alpha / beta), the calculation gives -8.91 / -8.95 eV.

---

# 2
ORCA calculation (ωB97M-V with the def2-TZVPD basis set) on a cluster of 2 separate species, H3O6 in total at a distorted geometry.

Bonds (Å) are listed after each position.
Cartesian coordinates (Å):
1 O -1.154 1.229 0.302  O3 1.375, H7 1.003
2 O 0.715 -2.066 0.814  O5 1.363, H8 1.001
3 O -1.165 1.715 -0.983  O1 1.375, H9 1.003
4 O 0.642 0.467 0.352  O6 1.205
5 O 1.083 -1.584 -0.407  O2 1.363, O6 1.412
6 O 1.147 -0.179 -0.531  O4 1.205, O5 1.412
7 H -1.633 0.351 0.370  O1 1.003
8 H 1.498 -2.650 1.031  O2 1.001
9 H -1.133 2.717 -0.948  O3 1.003

As for the spin multiplicity: 1. The frontier orbital gap (alpha / beta) is 7.3 / 8.9 eV. As for the HOMO energy (alpha / beta): -15.8 / -16.6 eV. As for the net charge: +1. As for the energy above the lowest of the compared OMol25 structures with the same formula, charge and spin: 9.1 kcal per mole. For the lowest unoccupied orbital energy (alpha / beta), the calculation gives -8.44 / -7.70 eV.

---

# 3
ORCA calculation (ωB97M-V with the def2-TZVPD basis set) on a cluster of 2 separate species, H3O6 in total at a distorted geometry.

Bonds (Å) are listed after each position.
Cartesian coordinates (Å):
1 O -1.471 1.476 0.148  O4 1.250, H7 1.008
2 O 1.698 -0.857 -0.405  O5 1.359, H8 1.017
3 O -0.587 -0.597 1.085  O6 1.434, H9 1.021
4 O -0.902 0.911 -0.811  O1 1.250
5 O 0.500 -1.381 -0.777  O2 1.359, O6 1.325
6 O -0.629 -0.856 -0.325  O3 1.434, O5 1.325
7 H -2.407 1.118 0.254  O1 1.008
8 H 2.285 -0.630 -1.205  O2 1.017
9 H -0.571 -1.423 1.685  O3 1.021

As for the spin multiplicity: 3. The frontier orbital gap (alpha / beta) is 11.8 / 6.7 eV. As for the HOMO energy (alpha / beta): -16.0 / -15.8 eV. As for the net charge: +1. As for the energy above the lowest of the compared OMol25 structures with the same formula, charge and spin: 15.8 kcal per mole. For the lowest unoccupied orbital energy (alpha / beta), the calculation gives -4.18 / -9.11 eV.

---

# 4
ORCA calculation (ωB97M-V with the def2-TZVPD basis set) on a cluster of 2 separate species, H3OP in total at a distorted geometry.

Bonds (Å) are listed after each position.
Cartesian coordinates (Å):
1 O -1.581 -0.179 -0.126  P2 1.442
2 P -0.190 0.194 -0.050  O1 1.442, H3 1.432, H5 1.545
3 H 0.408 0.224 1.250  P2 1.432
4 H 1.024 -1.561 -0.107  no bonds
5 H 0.338 1.322 -0.966  P2 1.545

As for the spin multiplicity: 1. The frontier orbital gap is 9.2 eV. As for the HOMO energy: -9.7 eV. As for the energy above the lowest of the compared OMol25 structures with the same formula, charge and spin: 58.0 kcal per mole. For the lowest unoccupied orbital energy, the calculation gives -0.51 eV.

---

# 5
ORCA calculation (ωB97M-V with the def2-TZVPD basis set) on an isolated molecule of H3OPS at a distorted geometry.

Bonds (Å) are listed after each position.
Cartesian coordinates (Å):
1 O 1.032 -0.180 -0.601  P2 1.677, H4 0.935
2 P -0.364 0.303 0.190  O1 1.677, S3 1.937, H5 1.356, H6 1.340
3 S -1.150 -1.092 1.279  P2 1.937
4 H 1.266 -1.079 -0.486  O1 0.935
5 H -0.831 0.565 -1.055  P2 1.356
6 H 0.048 1.483 0.674  P2 1.340

Its SMILES is O[PH2]=S. As for the spin multiplicity: 1. The frontier orbital gap is 10.2 eV. As for the HOMO energy: -9.5 eV. As for the energy above the lowest of the compared OMol25 structures with the same formula, charge and spin: 0.5 kcal per mole. For the lowest unoccupied orbital energy, the calculation gives 0.71 eV.

---

# 6
ORCA calculation (ωB97M-V with the def2-TZVPD basis set) on an isolated molecule of H3OPS at a distorted geometry.

Bonds (Å) are listed after each position.
Cartesian coordinates (Å):
1 P 1.192 -0.542 -0.144  O2 1.700, H4 1.395, H5 1.427
2 O -0.153 0.497 -0.102  P1 1.700, S3 1.790
3 S -1.805 -0.190 -0.081  O2 1.790, H6 1.429
4 H 1.382 -0.886 1.194  P1 1.395
5 H 1.805 0.658 0.326  P1 1.427
6 H -2.421 0.464 -1.193  S3 1.429

Its SMILES is POS. As for the spin multiplicity: 1. The frontier orbital gap is 9.3 eV. As for the HOMO energy: -9.3 eV. As for the energy above the lowest of the compared OMol25 structures with the same formula, charge and spin: 51.2 kcal per mole. For the lowest unoccupied orbital energy, the calculation gives -0.04 eV.

---

# 7
ORCA calculation (ωB97M-V with the def2-TZVPD basis set) on an isolated molecule of H3OPS2 at a distorted geometry.

Bonds (Å) are listed after each position.
Cartesian coordinates (Å):
1 O -0.754 -0.716 0.804  P2 1.808, H5 0.909
2 P -0.126 0.414 -0.461  O1 1.808, S3 2.002, S4 2.029, H6 1.297
3 S 0.282 2.142 0.463  P2 2.002
4 S 1.503 -0.691 -0.951  P2 2.029, H7 1.328
5 H -1.125 -0.164 1.424  O1 0.909
6 H -0.995 0.400 -1.424  P2 1.297
7 H 1.215 -1.385 0.144  S4 1.328

Its SMILES is O[P@@H](=S)S. As for the spin multiplicity: 1. The frontier orbital gap is 9.5 eV. As for the HOMO energy: -9.2 eV. As for the energy above the lowest of the compared OMol25 structures with the same formula, charge and spin: 23.8 kcal per mole. For the lowest unoccupied orbital energy, the calculation gives 0.39 eV.

---

# 8
ORCA calculation (ωB97M-V with the def2-TZVPD basis set) on a cluster of 2 separate species, H3OS in total.

Bonds (Å) are listed after each position.
Cartesian coordinates (Å):
1 S 0.588 1.414 -0.748  H2 1.343
2 H -0.654 1.884 -0.952  S1 1.343
3 H -0.179 -0.668 -0.045  O5 0.988
4 H 0.445 -1.168 1.201  O5 0.968
5 O -0.200 -1.462 0.543  H3 0.988, H4 0.968

As for the spin multiplicity: 1. The frontier orbital gap is 7.5 eV. As for the HOMO energy: -2.8 eV. As for the net charge: -1. As for the energy above the lowest of the compared OMol25 structures with the same formula, charge and spin: 0.0 kcal per mole. For the lowest unoccupied orbital energy, the calculation gives 4.64 eV.

---

# 9
ORCA calculation (ωB97M-V with the def2-TZVPD basis set) on an isolated molecule of H3PS at a distorted geometry.

Bonds (Å) are listed after each position.
Cartesian coordinates (Å):
1 P -0.064 0.011 0.059  S2 2.011, H3 1.330, H4 1.334, H5 1.325
2 S 1.597 -0.989 0.594  P1 2.011
3 H -1.323 -0.403 -0.048  P1 1.330
4 H -0.461 1.160 0.607  P1 1.334
5 H 0.250 0.221 -1.212  P1 1.325

Its SMILES is [PH3]=S. As for the spin multiplicity: 1. The frontier orbital gap is 9.4 eV. As for the HOMO energy: -8.8 eV. As for the energy above the lowest of the compared OMol25 structures with the same formula, charge and spin: 20.0 kcal per mole. For the lowest unoccupied orbital energy, the calculation gives 0.57 eV.

---

# 10
ORCA calculation (ωB97M-V with the def2-TZVPD basis set) on an isolated molecule of H3PS at a distorted geometry.

Bonds (Å) are listed after each position.
Cartesian coordinates (Å):
1 P -0.027 0.579 -0.545  S2 2.101, H3 1.544, H4 1.451
2 S 0.298 -1.283 0.372  P1 2.101, H5 1.235
3 H 1.215 1.393 -0.123  P1 1.544
4 H -0.872 1.273 0.408  P1 1.451
5 H -0.614 -1.962 -0.111  S2 1.235

Its SMILES is PS. As for the spin multiplicity: 1. The frontier orbital gap is 9.9 eV. As for the HOMO energy: -9.1 eV. As for the energy above the lowest of the compared OMol25 structures with the same formula, charge and spin: 11.8 kcal per mole. For the lowest unoccupied orbital energy, the calculation gives 0.79 eV.

---

# 11
ORCA calculation (ωB97M-V with the def2-TZVPD basis set) on a cluster of 2 separate species, H3PS2 in total at a distorted geometry.

Bonds (Å) are listed after each position.
Cartesian coordinates (Å):
1 P 0.359 0.187 -0.228  S2 1.923, S3 1.985, H5 1.348
2 S 2.211 0.162 0.289  P1 1.923
3 S -0.915 -1.314 0.022  P1 1.985, H6 1.426
4 H -0.757 1.998 0.060  no bonds
5 H 0.249 0.253 -1.570  P1 1.348
6 H -1.147 -1.287 1.428  S3 1.426

As for the spin multiplicity: 1. The frontier orbital gap is 8.0 eV. As for the HOMO energy: -9.0 eV. As for the energy above the lowest of the compared OMol25 structures with the same formula, charge and spin: 56.6 kcal per mole. For the lowest unoccupied orbital energy, the calculation gives -1.08 eV.

---

# 12
ORCA calculation (ωB97M-V with the def2-TZVPD basis set) on an isolated molecule of H3PSSi at a distorted geometry.

Bonds (Å) are listed after each position.
Cartesian coordinates (Å):
1 Si -0.980 -0.034 -0.034  S3 2.362, H4 1.438, H5 1.406, H6 1.480
2 P 3.265 0.190 -0.192  S3 2.104
3 S 1.297 0.180 0.553  Si1 2.362, P2 2.104
4 H -1.628 1.234 -0.242  Si1 1.438
5 H -1.028 -0.700 -1.271  Si1 1.406
6 H -0.925 -0.871 1.185  Si1 1.480

As for the spin multiplicity: 1. The frontier orbital gap (alpha / beta) is 6.5 / 6.5 eV. As for the HOMO energy (alpha / beta): -7.5 / -7.5 eV. As for the energy above the lowest of the compared OMol25 structures with the same formula, charge and spin: 37.2 kcal per mole. For the lowest unoccupied orbital energy (alpha / beta), the calculation gives -1.03 / -1.03 eV.